(1)
Molecular formula: CH2ClOP
Method: DFT, wB97M-V/def2-TZVPD

Computed properties:
Total charge: 0
SMILES: O=C(P)Cl
Multiplicity: 1
Relative energy (zero: lowest compared OMol25 entry of this formula, charge and spin) (eV): 0.774

```
6
Properties=species:S:1:pos:R:3:forces:R:3
C 0.1805 -0.0243 0.8725 2.34 0.66 -3.39
O 1.1672 -0.5677 1.2493 -0.67 -0.09 0.54
P 0.2928 0.6225 -1.1051 -2.15 -2.28 1.44
Cl -1.1305 0.4526 1.7944 -1.38 0.30 1.10
H -1.1657 0.2817 -1.4870 1.84 0.59 0.58
H 0.6556 -0.7648 -1.3241 0.02 0.83 -0.28
```
Forces are in eV/Å.



(2)
Molecular formula: C17H20BIrN8O
Method: DFT, wB97M-V/def2-TZVPD

Computed properties:
Total charge: +2
Multiplicity: 1
Relative energy (zero: lowest compared OMol25 entry of this formula, charge and spin) (eV): 2.609

```
48
Properties=species:S:1:pos:R:3:forces:R:3
Ir -0.0503 -0.1803 0.6033 -0.10 4.24 -1.74
C 3.0413 1.8505 -1.4866 -0.11 -0.09 0.13
C 2.4932 0.6597 -1.0372 0.22 -0.12 -0.22
N 1.6378 0.9225 -0.0428 -2.11 -0.72 0.82
N 1.5871 2.2506 0.1328 0.33 0.45 -0.21
C 2.4297 2.8358 -0.7169 0.18 -0.18 -0.14
B 0.6326 2.8796 1.1586 -0.11 -0.27 0.10
N -0.7857 2.7058 0.5988 -0.26 0.62 -0.02
C -1.6453 3.6336 0.1748 -0.35 -0.05 -0.10
C -2.8144 3.0017 -0.2311 0.17 -0.08 0.10
C -2.5750 1.6504 -0.0249 -0.29 -0.13 -0.14
N -1.3520 1.4969 0.4880 2.16 -1.05 0.28
N 0.7345 2.0432 2.4421 0.07 0.13 0.02
C 1.1556 2.4291 3.6519 -0.01 -0.27 0.32
C 1.1260 1.3369 4.5065 0.00 0.11 -0.15
C 0.6668 0.2882 3.7219 0.03 -0.02 0.20
N 0.4333 0.7299 2.4847 -0.39 -1.65 -1.17
H 3.7843 1.9828 -2.2528 0.04 -0.02 0.04
H 2.7031 -0.3501 -1.3503 -0.11 -0.01 0.00
H 2.5669 3.9045 -0.7282 -0.02 0.00 0.11
H 0.8823 4.0211 1.3560 0.04 0.07 -0.03
H -1.3975 4.6821 0.1824 0.07 -0.02 0.10
H -3.7126 3.4588 -0.6061 -0.01 -0.02 0.02
H -3.2361 0.8145 -0.1864 0.08 -0.04 -0.04
H 1.4468 3.4490 3.8394 -0.03 0.03 -0.07
H 1.4004 1.3051 5.5457 -0.02 0.02 0.00
H 0.4858 -0.7360 4.0034 -0.01 -0.02 -0.10
C 0.0968 -0.2705 -4.0027 -0.01 0.14 0.02
C -0.4908 -0.6741 -2.6872 -0.13 -0.29 -0.27
O -0.3189 0.0407 -1.6791 0.06 -0.49 0.94
N -1.1999 -1.8048 -2.6463 0.04 0.08 0.14
C -1.9300 -2.2230 -1.4631 0.13 0.06 0.19
C -1.0917 -3.0347 -0.5058 -0.16 -0.07 -0.03
C -1.2153 -4.4121 -0.4450 0.06 0.05 0.01
C -0.4436 -5.1375 0.4513 0.00 0.00 0.01
C 0.4549 -4.4651 1.2649 0.01 0.07 -0.08
C 0.5228 -3.0910 1.1667 -0.11 -0.38 -0.04
N -0.2440 -2.3799 0.3082 0.84 -0.09 1.10
H 0.1489 0.8147 -4.0524 -0.04 0.00 0.02
H -0.4797 -0.6499 -4.8434 0.02 -0.02 0.00
H 1.1180 -0.6500 -4.0720 -0.01 -0.05 0.03
H -1.3065 -2.3507 -3.4859 0.04 0.07 -0.10
H -2.7910 -2.8046 -1.7815 -0.03 0.02 0.02
H -2.2820 -1.3264 -0.9502 -0.14 -0.04 -0.07
H -1.9278 -4.9131 -1.0859 0.00 0.01 -0.02
H -0.5487 -6.2121 0.5198 0.00 0.00 -0.02
H 1.0836 -4.9888 1.9703 0.00 0.01 0.01
H 1.2063 -2.5329 1.7924 -0.05 0.02 0.02
```
Forces are in eV/Å.



(3)
Molecular formula: C10H27LiN5O6
Method: DFT, wB97M-V/def2-TZVPD

Computed properties:
Total charge: -1
Multiplicity: 1

```
49
Properties=species:S:1:pos:R:3:forces:R:3
Li -21.3392 0.9611 6.7007 -0.08 0.10 0.57
O -22.6616 2.1844 7.5285 0.71 -0.21 -0.50
C -22.1044 2.0188 8.7918 -0.29 -0.02 -0.01
C -21.6611 0.5850 9.1434 0.99 -0.43 0.19
O -20.7339 -0.0221 8.2810 -0.90 0.30 -0.76
H -22.7942 2.2975 9.6203 -0.08 0.12 -0.14
H -21.2252 2.6935 8.9169 0.15 -0.18 0.15
H -22.5518 -0.0653 9.2793 -0.26 0.26 -0.09
H -21.1979 0.6558 10.1533 -0.21 0.10 0.07
C -21.4661 4.4159 5.0160 -0.01 0.28 0.31
O -20.9830 5.1780 4.1756 -0.20 -0.44 -0.01
N -22.5965 3.6607 4.8464 0.20 -0.06 0.15
N -20.9300 4.2458 6.2618 -0.02 0.10 -0.51
H -23.0221 3.5824 3.9447 -0.02 0.16 -0.04
H -22.9461 3.1501 5.6563 -0.02 -0.15 -0.09
H -20.2110 4.8854 6.5369 -0.02 0.01 0.10
H -21.4125 3.6231 6.9036 -0.21 -0.21 0.44
C -20.8866 -3.4302 7.2689 0.16 -0.93 0.25
O -20.9080 -4.5850 6.8369 -0.06 0.31 0.21
N -19.9102 -2.5158 6.9329 -0.77 -0.35 -0.01
N -21.7667 -2.9209 8.1769 0.14 1.00 -0.08
H -20.2807 -1.5728 6.9669 0.78 0.64 0.35
H -19.2826 -2.8212 6.2129 -0.12 0.13 -0.22
H -21.5947 -1.9524 8.4598 0.08 0.03 0.06
H -22.4511 -3.4447 8.6821 0.06 -0.46 -0.33
C -18.3332 2.3288 5.9065 0.37 -0.17 0.42
O -19.2480 1.2843 5.6912 -0.80 -0.12 0.13
C -19.5545 1.0481 4.3388 0.92 -0.06 -0.17
C -20.4994 -0.1225 4.2294 -0.64 -0.26 -0.42
N -21.8306 0.2364 4.7673 0.22 0.42 -0.87
C -22.8736 -0.7917 4.7327 0.54 -0.73 0.85
C -23.3573 -1.2134 3.3693 -0.07 -1.02 0.30
O -24.1346 -0.2230 2.7561 0.02 0.26 0.14
C -24.8434 -0.6994 1.6421 0.26 0.53 -0.26
H -18.2684 2.4967 6.9818 -0.20 -0.10 0.01
H -18.6547 3.2631 5.4446 0.11 -0.05 -0.26
H -17.3333 2.0038 5.5888 -0.04 0.26 -0.29
H -18.6284 0.7824 3.7990 -0.04 -0.01 0.03
H -19.9217 1.9597 3.8444 -0.31 -0.06 0.15
H -20.1037 -1.0042 4.7340 0.02 0.11 0.14
H -20.5795 -0.3665 3.1585 0.16 -0.12 0.06
H -22.1306 0.9107 4.0621 -0.26 0.53 0.70
H -23.6839 -0.4957 5.4032 -0.16 0.37 -0.38
H -22.5055 -1.6936 5.2410 0.26 0.06 -0.19
H -23.9417 -2.1383 3.5063 -0.17 0.16 0.01
H -22.5120 -1.5376 2.7413 0.00 0.33 -0.14
H -24.1524 -1.1452 0.9166 -0.13 -0.18 -0.03
H -25.2926 0.1792 1.1794 -0.12 -0.10 -0.05
H -25.6315 -1.4068 1.9149 0.08 -0.12 0.06
```
Forces are in eV/Å.



(4)
Molecular formula: C25H62BrN4O6P
Method: DFT, wB97M-V/def2-TZVPD

Computed properties:
Total charge: 0
SMILES: C=CC(=O)OCCCCCC[PH3]Br.COC[C@@H](C)N.COC[C@@H](C)N.COC[C@@H](C)N.COC[C@@H](C)N
Multiplicity: 1

```
99
Properties=species:S:1:pos:R:3:forces:R:3
C 2.4816 -3.6549 2.6179 0.21 0.02 -0.46
C 2.4388 -2.9499 1.4862 -0.08 -0.30 0.43
C 2.1195 -1.4902 1.4161 0.95 0.24 0.09
O 2.9327 -0.6187 1.2748 -0.25 -0.16 -0.07
O 0.7857 -1.2318 1.4785 0.00 0.12 0.10
C 0.2703 -1.0886 2.8264 -0.34 0.12 -0.14
C -0.4381 0.2647 2.9921 -0.17 -0.44 -0.11
C -1.9605 0.0943 3.0571 0.24 0.56 -0.32
C -2.5290 -0.5195 1.7571 -0.12 -0.10 0.49
C -3.4404 -1.7508 1.9755 -0.10 0.29 -1.01
C -2.8600 -3.0631 1.4050 -0.25 -0.19 0.28
P -2.6321 -4.4533 2.6734 -0.07 1.26 -0.91
Br -2.3349 -6.2026 4.2862 0.07 -0.52 0.47
H 2.6247 -3.2140 3.5981 -0.65 0.12 -0.01
H 2.4374 -4.7372 2.5730 0.57 0.03 0.02
H 2.6276 -3.4384 0.5333 -0.59 -0.02 -0.02
H -0.4559 -1.8956 2.9613 0.14 -0.08 0.12
H 1.0764 -1.2097 3.5504 0.02 -0.02 -0.05
H -0.0627 0.7717 3.8822 0.00 0.08 -0.07
H -0.2088 0.8633 2.1083 0.19 0.10 0.17
H -2.3808 1.0973 3.1780 -0.10 -0.13 0.20
H -2.2502 -0.4802 3.9406 0.04 -0.08 -0.05
H -1.7133 -0.7994 1.0872 0.03 0.02 0.05
H -3.0879 0.2565 1.2291 0.00 -0.06 0.01
H -3.7459 -1.8475 3.0212 0.12 0.00 0.04
H -4.3644 -1.5530 1.4267 -0.10 -0.10 0.24
H -3.5434 -3.4485 0.6428 0.08 -0.03 0.00
H -1.9118 -2.8817 0.8924 0.04 0.00 0.11
H -3.0218 -3.6546 3.7524 0.02 -0.15 0.10
H -1.2633 -4.5912 2.4239 -0.06 -0.26 0.08
H -3.5921 -5.2772 2.0833 0.14 -0.21 0.15
C -8.6969 -1.0882 5.0711 -0.10 0.02 0.02
C -8.0760 -0.5113 3.8033 0.09 -0.09 0.17
C -7.8087 -1.5570 2.7126 -0.03 0.14 -0.16
O -6.6742 -2.3693 2.9400 -0.03 -0.10 0.04
C -6.8806 -3.4765 3.7990 0.14 0.01 -0.04
N -6.8704 0.2394 4.1633 0.03 -0.03 -0.19
H -7.9616 -1.6174 5.6769 0.03 -0.02 -0.03
H -9.1025 -0.2855 5.6857 0.04 0.02 0.00
H -9.5094 -1.7785 4.8361 0.01 -0.01 0.00
H -8.7930 0.1998 3.3814 0.01 -0.01 -0.06
H -7.5993 -1.0224 1.7810 0.06 -0.01 0.01
H -8.6944 -2.1800 2.5314 -0.01 -0.01 0.09
H -7.8836 -3.8953 3.6782 -0.02 0.01 0.02
H -6.7213 -3.2112 4.8466 -0.08 -0.02 0.02
H -6.1504 -4.2409 3.5316 -0.01 0.00 -0.02
H -6.5119 0.7223 3.3442 -0.05 0.08 0.04
H -6.1442 -0.4312 4.4003 -0.01 0.01 0.09
C 6.6110 3.1922 -0.6169 0.00 0.13 0.04
C 5.8648 2.0626 0.0842 0.12 0.01 -0.20
C 6.7887 1.0440 0.7649 -0.13 -0.03 0.18
O 7.4252 0.1403 -0.1196 0.08 0.06 -0.02
C 8.5976 0.6251 -0.7425 -0.04 -0.12 -0.04
N 4.9494 1.4318 -0.8685 0.01 -0.16 0.13
H 7.0456 2.8631 -1.5609 0.03 -0.03 0.02
H 5.9264 4.0090 -0.8460 -0.03 -0.03 -0.03
H 7.4126 3.5910 0.0084 0.01 -0.02 -0.01
H 5.2570 2.5100 0.8766 0.01 -0.05 0.05
H 6.1788 0.4227 1.4251 0.00 -0.05 -0.05
H 7.5369 1.5484 1.3916 0.01 0.05 -0.05
H 9.1616 1.2848 -0.0760 -0.01 0.04 -0.01
H 8.3746 1.1583 -1.6708 0.05 0.08 0.03
H 9.2185 -0.2365 -0.9879 -0.01 -0.01 0.02
H 4.3814 0.7506 -0.3717 -0.13 0.07 0.01
H 5.5096 0.8728 -1.5066 0.01 0.05 -0.06
C -6.3447 0.2594 -3.5629 -0.07 0.01 -0.07
C -6.8051 0.2675 -2.1091 0.20 0.03 -0.08
C -6.5384 1.5918 -1.3774 -0.15 -0.04 0.10
O -5.1932 1.7811 -0.9841 0.01 0.06 -0.06
C -4.3285 2.2803 -1.9877 0.08 -0.02 0.12
N -6.2004 -0.8705 -1.4115 -0.06 0.11 0.16
H -5.2626 0.1583 -3.6442 0.01 0.02 0.04
H -6.7875 -0.5854 -4.0892 0.02 -0.03 0.03
H -6.6439 1.1740 -4.0783 0.01 0.01 0.01
H -7.8898 0.1225 -2.1096 -0.01 0.03 0.06
H -7.1105 1.5850 -0.4452 0.03 -0.01 0.02
H -6.8915 2.4495 -1.9650 0.05 -0.03 -0.07
H -4.8462 2.9819 -2.6481 -0.01 -0.02 -0.03
H -3.8923 1.4749 -2.5833 -0.04 0.03 -0.08
H -3.5162 2.8058 -1.4867 -0.02 0.01 0.02
H -6.5855 -0.9237 -0.4722 -0.05 -0.12 -0.03
H -5.2201 -0.6439 -1.2630 0.04 -0.08 -0.06
C 7.6303 1.7999 -6.8883 -0.03 -0.10 -0.03
C 9.0294 2.0339 -6.3284 -0.15 0.13 -0.06
C 9.0495 2.3592 -4.8287 0.17 -0.09 0.05
O 8.6570 3.6768 -4.5019 -0.08 -0.04 0.02
C 7.2603 3.8898 -4.4164 0.05 0.14 0.02
N 9.6976 3.0602 -7.1319 0.09 0.00 0.14
H 7.0878 2.7354 -7.0239 0.02 0.02 0.04
H 7.6946 1.3202 -7.8645 0.02 0.04 -0.02
H 7.0433 1.1548 -6.2317 0.00 0.02 0.01
H 9.5914 1.1027 -6.4503 0.03 0.00 0.05
H 10.0807 2.2694 -4.4761 0.00 0.05 0.00
H 8.4498 1.6327 -4.2626 -0.06 0.00 -0.06
H 6.7453 3.0094 -4.0204 -0.03 -0.01 -0.04
H 6.8329 4.1596 -5.3852 -0.06 -0.09 0.00
H 7.0966 4.7234 -3.7342 0.03 -0.02 0.03
H 10.6664 3.1427 -6.8384 0.02 -0.06 -0.07
H 9.2847 3.9583 -6.8958 -0.05 0.00 -0.06
```
Forces are in eV/Å.



no.,Kohn-Sham gap (Eh),HOMO (eV)
1,0.37984,-9.94
2,0.25744,-15.27
3,0.24142,-4.01
4,0.34543,-8.99